(1)
# C47H64Br2ClN3O16S2

A 5-piece molecular cluster, C47H64Br2ClN3O16S2 overall (wB97M-V/def2-TZVPD, OMol25).

XYZ file:
```
135
Properties=species:S:1:pos:R:3
C 1.96404 -3.89487 4.37777
C 1.09701 -4.38599 3.17834
C 1.25053 -3.55823 1.88895
C 1.09579 -2.02157 2.09125
C -0.36616 -1.63013 1.79787
N -0.54033 -0.17959 1.40566
C -1.97415 0.01142 1.36049
C -2.53130 -0.03432 0.10490
C -3.88527 0.08635 -0.10312
S -4.62902 -0.01669 -1.72168
C -4.68716 0.27269 1.03745
Cl -6.41549 0.35375 0.78992
C -4.16040 0.33807 2.30420
C -5.01778 0.51297 3.55603
O -6.09830 1.41409 3.41387
C -5.60188 2.75307 3.38211
C -6.61242 3.75779 2.79593
O -6.82227 3.57249 1.41016
C -8.17655 3.47795 1.01754
C -8.36161 4.41391 -0.20463
C -2.78071 0.20122 2.46370
S -1.99390 0.26480 4.06386
C -0.42591 0.98491 3.60931
C 0.25817 1.82652 4.45628
O -0.28544 2.10561 5.67009
C 1.46096 2.37264 4.08332
O 2.14438 3.20677 4.99993
C 3.04784 2.51195 5.64664
N 3.91463 1.85829 6.08960
C 2.00043 2.11220 2.83047
C 3.31077 2.76360 2.54014
Br 4.91425 1.66695 2.58335
C 3.44021 4.06736 2.29641
C 2.23929 4.99325 2.28586
Br 5.16047 4.85768 1.98692
C 1.29578 1.27932 1.96574
C 1.80787 0.99835 0.59026
C 2.99512 0.30297 0.33092
C 3.35534 0.14040 -0.99127
N 2.70753 0.54208 -2.06520
C 1.58387 1.21763 -1.83311
C 1.13629 1.42366 -0.54814
C 0.07865 0.69180 2.35621
H 2.47046 -4.73524 4.85765
H 2.68563 -3.16031 3.99739
H 1.32354 -3.36057 5.08943
H 0.04974 -4.45829 3.50525
H 1.38928 -5.42018 2.94409
H 2.17088 -3.81733 1.35029
H 0.43700 -3.87513 1.21790
H 1.31916 -1.70373 3.11473
H 1.74898 -1.52760 1.36815
H -0.84226 -2.22274 1.01081
H -0.93844 -1.82171 2.72278
H -1.90163 -0.17513 -0.77227
H -4.68607 -1.34113 -2.00337
H -5.42517 -0.47898 3.80599
H -4.43815 0.83793 4.43461
H -5.47189 3.06494 4.43629
H -4.65081 2.83078 2.83584
H -7.51922 3.67899 3.40793
H -6.11985 4.73758 2.91216
H -8.45964 2.47733 0.67918
H -8.88834 3.82567 1.77732
H -8.24996 5.43622 0.18308
H -9.35264 4.29336 -0.65567
H -7.57201 4.24074 -0.94247
H 0.38248 2.45573 6.27231
H 1.31701 4.50506 1.96672
H 2.48795 5.85355 1.65588
H 2.13867 5.39069 3.30720
H 3.59404 -0.09815 1.13645
H 4.29141 -0.40005 -1.17095
H 1.00429 1.56707 -2.68742
H 0.19134 1.95505 -0.41390
C -13.94690 -1.39936 -1.29634
C -13.15760 -0.16746 -1.68726
O -12.51095 0.42281 -0.55128
C -11.39768 -0.18837 -0.14477
O -10.89719 -1.16043 -0.64678
O -10.94005 0.45920 0.92931
C -9.78624 -0.13863 1.52402
H -14.64136 -1.16701 -0.48739
H -14.51009 -1.77983 -2.14888
H -13.28840 -2.19080 -0.93907
H -13.83212 0.59240 -2.07920
H -12.42865 -0.38882 -2.46731
H -8.99579 -0.29207 0.78621
H -10.05468 -1.08442 1.99429
H -9.42264 0.54014 2.28985
C 4.18817 -7.00427 -3.94227
C 5.08220 -5.79025 -4.08641
O 4.32011 -4.60941 -4.36970
C 3.71065 -4.06024 -3.31958
O 3.76353 -4.45773 -2.18163
O 3.02699 -2.99916 -3.74210
C 2.26234 -2.35745 -2.71835
H 3.55006 -7.11447 -4.82046
H 4.78587 -7.90819 -3.82193
H 3.53204 -6.90864 -3.07722
H 5.75502 -5.93244 -4.93058
H 5.70026 -5.64008 -3.20131
H 2.88118 -2.11678 -1.86195
H 1.42961 -2.99720 -2.42053
H 1.86533 -1.43848 -3.13089
C 7.48361 -2.40586 -0.78108
C 7.54214 -3.75533 -1.46599
O 8.58393 -3.79399 -2.45209
C 9.81808 -3.95706 -1.97592
O 10.12234 -4.08420 -0.81847
O 10.66484 -3.94018 -3.00804
C 12.04070 -4.02375 -2.63417
H 7.40092 -1.60632 -1.51963
H 6.62822 -2.35663 -0.10600
H 8.38859 -2.21829 -0.20341
H 6.60955 -3.93467 -1.99894
H 7.66466 -4.56529 -0.74631
H 12.22222 -4.88115 -1.98887
H 12.35036 -3.10371 -2.13958
H 12.61593 -4.14350 -3.54864
C 3.23553 4.24658 -2.64721
C 3.89233 3.12952 -3.43250
O 3.99886 3.46904 -4.82492
C 4.98727 4.30379 -5.13820
O 5.78841 4.77778 -4.37454
O 4.92932 4.53986 -6.45230
C 5.88887 5.48974 -6.91584
H 2.27676 4.51621 -3.09534
H 3.07114 3.94097 -1.61207
H 3.85398 5.14455 -2.64612
H 3.27430 2.23758 -3.37987
H 4.87007 2.87291 -3.02319
H 6.89602 5.21465 -6.60836
H 5.63817 6.48460 -6.54877
H 5.84092 5.49205 -8.00185
```

Values from the calculation:
charge: 0
SMILES string: CCCCCN1c2cc(S)c(Cl)c(COCCOCC)c2Sc2c(O)c(OC#N)c(/C(Br)=C(\C)Br)c(-c3ccncc3)c21.CCOC(=O)OC.CCOC(=O)OC.CCOC(=O)OC.CCOC(=O)OC
HOMO energy: -8.85 eV

(2)
# C47H64CsN10O3S2Te

C47H64CsN10O3S2Te as an isolated structure (wB97M-V/def2-TZVPD, OMol25).

XYZ file:
```
128
Properties=species:S:1:pos:R:3
Cs -0.15031 -0.03228 0.62380
C 2.12139 -1.08198 -3.74900
N 1.20079 -2.14858 -3.43010
C 0.94559 -3.03188 -4.53750
C 0.58619 -2.18418 -2.23330
O 0.80419 -1.37268 -1.35380
C -0.35991 -3.35518 -2.00130
O -0.89881 -3.25418 -0.71850
C -1.69391 -4.36468 -0.41530
C -2.30401 -4.14088 0.95900
O -2.01931 -3.16898 1.62750
N -3.16861 -5.08148 1.41400
C -3.59041 -6.26848 0.72100
C -3.70391 -4.94088 2.75000
H 1.80189 -0.57368 -4.66030
H 3.12409 -1.48488 -3.90460
H 2.14659 -0.33678 -2.93090
H 0.39249 -2.50378 -5.32120
H 0.37919 -3.90648 -4.23910
H 1.90189 -3.35938 -4.95490
H 0.20849 -4.29618 -2.09420
H -1.17221 -3.34078 -2.74730
H -1.07571 -5.27848 -0.38880
H -2.48071 -4.47938 -1.18120
H -3.23591 -6.27398 -0.30310
H -4.68421 -6.30738 0.71510
H -3.21561 -7.16278 1.22740
H -3.49121 -3.93018 3.09030
H -3.23831 -5.65938 3.42990
H -4.78281 -5.10598 2.73380
C -4.44821 4.60062 -3.64980
C -5.30551 4.60552 -2.41500
C -6.41341 5.43172 -2.32810
C -7.21361 5.45792 -1.19610
C -6.92471 4.60772 -0.14230
C -5.82971 3.76612 -0.20820
C -4.98731 3.77172 -1.32530
N -3.88141 2.95232 -1.40430
C -3.09041 2.37602 -0.38860
N -3.11401 3.03042 0.77590
C -2.58731 2.73112 2.06500
C -1.94031 1.50662 2.29650
C -1.47631 1.37842 3.62010
C -1.62731 2.34472 4.60030
C -2.30771 3.51202 4.30470
C -2.81161 3.72392 3.03080
C -3.56161 5.00712 2.75430
N -2.34321 1.37662 -0.67890
C -2.46141 0.62442 -1.81870
C -1.40811 0.58732 -2.74190
C -1.44751 -0.25158 -3.83580
C -2.54061 -1.07518 -4.05130
C -3.59201 -1.04558 -3.14600
C -3.57301 -0.21478 -2.04150
C -4.71161 -0.21748 -1.06710
H -4.78441 5.35862 -4.35480
H -4.49421 3.63102 -4.15000
H -3.40541 4.80152 -3.40110
H -6.65681 6.07002 -3.16780
H -8.06081 6.12732 -1.14700
H -7.55931 4.58592 0.73470
H -5.62511 3.08412 0.60280
H -3.54811 2.73842 -2.33140
H -3.56631 3.93012 0.72850
H -0.96951 0.45412 3.90090
H -1.22501 2.20352 5.60050
H -2.44611 4.26912 5.06880
H -3.58991 5.61282 3.66020
H -4.59531 4.82262 2.44870
H -3.07811 5.60112 1.97400
H -0.54931 1.22552 -2.58590
H -0.61761 -0.24878 -4.53110
H -2.57711 -1.73258 -4.91200
H -4.45351 -1.68288 -3.30700
H -5.26571 -1.15228 -1.13340
H -5.40271 0.60452 -1.26760
H -4.33011 -0.09828 -0.05450
C 3.56919 -1.02518 7.65080
C 2.94829 -0.18248 6.53470
C 2.18169 -1.02618 5.58710
N 2.59839 -1.42858 4.43620
N 1.71739 -2.16128 3.75400
C 0.59089 -2.33118 4.37760
N -0.45471 -3.08138 3.94870
S 0.54379 -1.57458 5.97410
H 4.13309 -0.39438 8.33530
H 4.23979 -1.76738 7.22300
H 2.79339 -1.54098 8.21260
H 3.73319 0.32992 5.97730
H 2.27939 0.56742 6.96380
H -0.47421 -3.24208 2.94590
H -1.35081 -2.76728 4.29550
S 1.58889 -5.21968 0.41110
C 2.71809 -4.01188 0.21350
N 3.47059 -4.02918 -0.91020
C 4.50849 -3.06738 -1.20120
C 4.15219 -1.74828 -0.52420
C 3.90739 -2.00928 0.95840
N 2.92759 -3.06168 1.11990
H 3.35879 -4.83858 -1.49910
H 4.57549 -2.94328 -2.28570
H 5.48549 -3.42738 -0.84120
H 3.23439 -1.35508 -0.96230
H 4.95079 -1.01838 -0.66490
H 3.53309 -1.11168 1.45750
H 4.84639 -2.30628 1.44820
H 2.35249 -3.01848 1.96050
C 8.58359 3.36412 -1.53060
C 7.15879 2.88802 -1.52030
C 6.41999 2.81452 -0.35030
C 5.08719 2.44762 -0.35520
C 4.35429 2.37372 0.94640
C 4.42159 2.15032 -1.55350
Te 2.34699 1.84212 -1.57390
C 5.18939 2.15692 -2.72540
C 4.61069 1.76542 -4.05410
C 6.52359 2.52122 -2.69850
H 8.91939 3.59912 -0.52160
H 8.67479 4.26392 -2.14260
H 9.24549 2.60482 -1.95090
H 6.89639 3.06522 0.59200
H 4.99629 2.66362 1.77650
H 3.99749 1.35682 1.12140
H 3.48249 3.02732 0.93130
H 3.52499 1.71812 -3.99300
H 4.98259 0.78422 -4.35410
H 4.89189 2.48162 -4.82450
H 7.08519 2.53512 -3.62740
```

Values from the calculation:
charge: -1
HOMO energy: -3.24 eV

(3)
# C47H73FI3N4O13P

A 7-piece molecular cluster, C47H73FI3N4O13P overall (wB97M-V/def2-TZVPD, OMol25).

XYZ file:
```
142
Properties=species:S:1:pos:R:3
C 4.04169 -4.57281 1.51031
C 3.39144 -5.03346 0.37707
C 1.84688 -4.95337 0.26728
C 1.36005 -4.36054 -1.04600
C 1.22286 -2.97468 -1.08322
C 0.76952 -2.30195 -2.23442
C 0.50142 -3.07789 -3.34094
C 0.04176 -2.35108 -4.61035
O 0.84363 -1.79694 -5.30307
N -1.39371 -2.31314 -4.91059
C -1.64886 -2.27258 -6.29198
O -1.12339 -2.94749 -7.12448
F -2.62565 -1.39019 -6.61783
C 0.64289 -4.45411 -3.30863
I 0.18891 -5.41692 -5.15870
C 1.04982 -5.15423 -2.18175
C 1.16586 -6.66918 -2.23840
I -0.18471 -7.65708 -0.83594
C 2.60512 -7.29272 -2.26512
C 3.13266 -7.91535 -0.95214
I 4.01819 -5.89524 -3.17411
C 0.58796 -0.78457 -2.19984
O 0.77597 -0.06941 -3.15032
C 0.14329 -0.24883 -0.84716
P -1.01472 1.16042 -0.75708
O -0.53060 2.26534 0.07575
O -2.38566 0.50354 -0.22362
O -1.33235 1.57787 -2.27750
C 0.60336 -0.86372 0.23756
C 0.24697 -0.50030 1.65801
C -0.71357 -1.65180 2.15809
C -0.13377 -2.43952 3.35900
C -0.48161 -3.94433 3.30089
N -1.85993 -4.22275 3.78351
C -2.48279 -5.26268 3.06190
N -2.19480 -6.48764 3.22156
N -3.53119 -4.94481 2.11763
C 1.53726 -2.06865 0.09511
O 2.44744 -2.20822 0.86873
H 4.62350 -3.64218 1.45536
H 4.00009 -5.10673 2.46769
H 4.02234 -5.49014 -0.38754
H 1.43737 -5.95034 0.49313
H 1.54402 -4.32210 1.10699
H -1.74740 -1.42568 -4.54226
H 0.72453 -6.96137 -3.19664
H 2.56490 -8.10842 -2.99513
H 2.68674 -7.52633 -0.03468
H 4.21808 -7.76360 -0.85950
H 2.97131 -9.00189 -0.99380
H -2.94601 1.19072 0.16534
H -0.94665 2.44338 -2.48142
H 1.12860 -0.47764 2.30689
H -0.32664 0.42715 1.71767
H -0.83101 -2.38520 1.33682
H -1.72549 -1.27892 2.36111
H -0.55616 -2.04281 4.29353
H 0.95940 -2.37478 3.41626
H 0.20496 -4.50658 3.95574
H -0.30592 -4.32157 2.27689
H -2.38186 -3.36001 3.65598
H -1.46348 -6.57260 3.93215
H -4.40846 -5.27477 2.50987
H -3.38524 -5.50275 1.28275
C 1.37749 1.08626 6.86022
C 1.50107 2.15285 5.78386
C 1.58381 1.31379 4.51999
O 0.82464 0.11874 4.76931
C 0.52066 0.03808 6.16754
H 0.93654 1.44779 7.78881
H 2.36190 0.67594 7.08796
H 0.59759 2.76929 5.76575
H 2.35939 2.81068 5.91396
H 2.61584 1.02069 4.30365
H 1.17990 1.82709 3.64663
H -0.54758 0.24992 6.29446
H 0.71872 -0.97338 6.52708
C 2.39648 3.77071 -0.08535
C 3.90783 3.77972 -0.27250
C 4.40059 3.54148 1.14676
O 3.40624 2.74510 1.79714
C 2.22234 2.70815 0.98568
H 1.84111 3.54984 -0.99542
H 2.06222 4.74095 0.29142
H 4.20691 2.94863 -0.91694
H 4.29265 4.70233 -0.70662
H 4.49505 4.48379 1.69824
H 5.36078 3.02374 1.17813
H 2.14669 1.70857 0.54415
H 1.34638 2.87808 1.60783
C 0.86739 5.76579 -5.75136
C 1.15031 4.36910 -6.28525
C 0.45177 3.49385 -5.25839
O -0.66551 4.25096 -4.76315
C -0.54100 5.61157 -5.20100
H 0.94428 6.54848 -6.50484
H 1.56246 6.00177 -4.94149
H 0.68160 4.24435 -7.26452
H 2.21071 4.14204 -6.38452
H 1.11079 3.26956 -4.41274
H 0.09619 2.55297 -5.67940
H -1.29251 5.78632 -5.97850
H -0.74309 6.28374 -4.36565
C 5.44279 3.15592 9.88600
C 6.37733 2.72200 8.76654
C 5.58614 1.59673 8.11878
O 4.20015 1.91252 8.29788
C 4.07886 2.98829 9.23533
H 5.62216 4.17007 10.24092
H 5.53901 2.47497 10.73551
H 6.51220 3.54200 8.05661
H 7.36100 2.40595 9.11153
H 5.78148 0.63820 8.61131
H 5.80084 1.48989 7.05455
H 3.78976 3.88861 8.68195
H 3.29346 2.75708 9.95630
C -3.99674 5.97695 -3.30922
C -3.70374 4.58253 -3.84258
C -4.39212 3.70629 -2.81875
O -5.51193 4.44721 -2.31889
C -5.40520 5.80819 -2.75608
H -3.92494 6.76081 -4.06302
H -3.30382 6.21871 -2.49832
H -4.17235 4.45498 -4.82279
H -2.64230 4.35860 -3.94070
H -3.72417 3.49121 -1.97626
H -4.73932 2.76098 -3.23997
H -6.16033 5.97602 -3.53187
H -5.61274 6.47735 -1.91986
C -7.40046 1.00051 -4.35582
C -6.53437 0.28497 -5.38258
C -6.79374 -1.17499 -5.04450
O -8.12728 -1.24621 -4.52943
C -8.60521 0.07770 -4.26696
H -7.66508 2.01916 -4.63727
H -6.88328 1.03569 -3.39337
H -6.89413 0.50582 -6.39080
H -5.47901 0.55251 -5.33237
H -6.10999 -1.53030 -4.26546
H -6.70227 -1.83082 -5.91141
H -9.35171 0.32547 -5.02956
H -9.08671 0.10529 -3.28869
```

Values from the calculation:
charge: 0
SMILES string: [H]/N=C(/N)NCCCCC1=C(P(=O)(O)O)C(=O)c2c(C(=O)NC(=O)F)c(I)c([C@H](I)[C@H](C)I)c(CC=C)c2C1=O.C1CCOC1.C1CCOC1.C1CCOC1.C1CCOC1.C1CCOC1.C1CCOC1
HOMO energy: -7.46 eV